1.
DFT (ωB97M-V with the def2-TZVPD basis set) results for a structure of composition C46H45BBaN11O2S3.

ORCA input file:
```
! RIJCOSX wB97M-V def2-TZVPD def2/J DEFGRID3
* xyz -1 1
Ba -0.09 -0.13 0.25
C 0.12 4.37 2.81
C -0.51 5.16 1.86
C -1.16 4.56 0.80
C -1.17 3.17 0.73
N -0.53 2.40 1.63
C 0.09 3.00 2.65
N -1.70 2.49 -0.35
C -2.43 1.45 -0.18
N -2.46 0.45 -1.11
C -2.98 -0.65 -0.51
N -2.88 -1.83 -1.03
C -2.78 -2.94 -0.23
C -3.52 -4.10 -0.49
C -3.28 -5.22 0.28
C -2.31 -5.18 1.27
C -1.62 -4.00 1.45
N -1.84 -2.90 0.73
C -3.55 -0.29 0.84
C -4.36 -0.96 1.73
C -4.82 -0.27 2.84
C -4.45 1.06 3.07
C -3.63 1.73 2.17
C -3.20 1.04 1.05
H 0.66 4.82 3.64
H -0.48 6.24 1.94
H -1.65 5.13 0.02
H 0.59 2.34 3.35
H -4.25 -4.09 -1.28
H -3.85 -6.13 0.10
H -2.08 -6.05 1.88
H -0.83 -3.93 2.19
H -4.65 -1.99 1.56
H -5.47 -0.77 3.56
H -4.80 1.57 3.95
H -3.34 2.76 2.35
C -2.99 -2.51 4.59
N -1.63 -2.99 4.57
C -1.24 -4.25 4.97
C 0.09 -4.31 4.78
N 0.52 -3.10 4.27
B 2.04 -2.82 3.98
N 2.36 -3.17 2.48
C 2.44 -4.46 2.00
C 2.87 -4.42 0.72
N 3.05 -3.08 0.41
C 3.56 -2.55 -0.84
C 2.73 -2.32 1.50
S 2.86 -0.63 1.50
C -0.54 -2.28 4.13
S -0.62 -0.68 3.55
H -3.62 -3.11 3.93
H -2.98 -1.48 4.25
H -3.39 -2.54 5.61
H -1.94 -4.97 5.36
H 0.79 -5.10 5.00
H 2.32 -1.68 4.21
H 2.65 -3.63 4.66
H 2.20 -5.30 2.62
H 3.06 -5.20 0.01
H 3.47 -3.32 -1.60
H 4.60 -2.26 -0.73
H 2.99 -1.67 -1.12
C 5.60 7.10 -0.15
C 4.97 8.03 0.86
O 5.45 9.07 1.20
S 3.41 7.55 1.60
C 3.03 5.99 0.84
C 2.29 5.95 -0.33
C 1.98 4.74 -0.92
C 2.39 3.53 -0.34
C 3.13 3.59 0.85
C 3.45 4.80 1.44
C 2.03 2.27 -0.92
C 1.71 1.18 -1.38
H 5.77 6.12 0.30
H 6.54 7.54 -0.47
H 4.94 6.95 -1.00
H 1.96 6.88 -0.78
H 1.39 4.71 -1.83
H 3.44 2.65 1.30
H 4.01 4.83 2.36
C -0.32 1.82 -4.11
C 0.59 0.75 -4.69
N -0.12 -0.23 -5.53
C -0.66 0.27 -6.79
C -2.18 0.42 -6.77
C -0.32 -1.54 -5.28
O -0.81 -2.28 -6.14
C 0.06 -2.18 -3.97
C 0.35 -3.54 -3.99
C 0.57 -4.22 -2.82
C 0.49 -3.53 -1.62
N 0.23 -2.23 -1.58
C 0.01 -1.57 -2.72
H 0.25 2.45 -3.43
H -1.14 1.39 -3.54
H -0.75 2.45 -4.90
H 1.14 0.25 -3.91
H 1.34 1.22 -5.34
H -0.37 -0.40 -7.59
H -0.19 1.24 -6.97
H -2.64 -0.55 -6.60
H -2.53 0.81 -7.72
H -2.50 1.09 -5.97
H 0.37 -4.04 -4.95
H 0.79 -5.28 -2.82
H 0.63 -4.02 -0.66
H -0.25 -0.53 -2.60
*
```

HOMO level in eV: -4.983
Energy above the lowest of the compared OMol25 structures with the same formula, charge and spin in eV: 1.150
Kohn-Sham gap in eV: 6.944
Total energy in eV: -102801.075
Lowest unoccupied orbital energy in eV: 1.961

2.
DFT (ωB97M-V with the def2-TZVPD basis set) results for a cluster of 6 separate species, C46H45F5N3O3 in total.

ORCA input file:
```
! RIJCOSX wB97M-V def2-TZVPD def2/J DEFGRID3
* xyz 1 1
C -2.58 -5.15 -3.68
C -2.58 -3.83 -2.77
O -3.95 -3.46 -2.55
C -1.88 -4.23 -1.43
O -1.51 -3.13 -0.57
C -0.70 -2.22 -1.18
C 0.41 -2.74 -2.06
C 1.24 -1.69 -2.68
C 0.91 -0.28 -2.34
N -0.13 -0.07 -1.48
C -0.38 1.38 -1.14
C 0.95 1.99 -0.56
C 1.61 1.10 0.53
O 0.95 0.29 1.17
N 3.01 1.20 0.88
C 3.86 0.71 -0.19
C 4.57 -0.58 -0.06
C 5.47 -1.11 -1.10
C 5.68 -0.37 -2.36
C 4.97 0.92 -2.48
C 4.09 1.46 -1.44
N -0.94 -0.92 -0.92
H -2.90 -4.93 -4.72
H -3.22 -5.96 -3.25
H -1.52 -5.53 -3.71
H -2.04 -3.06 -3.38
H -4.40 -3.71 -3.37
H -2.64 -4.83 -0.85
H -1.05 -4.96 -1.63
H 0.59 -3.81 -2.23
H 2.08 -1.94 -3.37
H 1.50 0.56 -2.77
H -0.67 1.95 -2.05
H -1.14 1.43 -0.32
H 0.65 2.95 -0.05
H 1.63 2.28 -1.38
H 3.16 0.58 1.68
H 4.44 -1.17 0.88
H 5.99 -2.07 -0.90
H 6.33 -0.75 -3.18
H 5.13 1.48 -3.42
H 3.61 2.44 -1.58
F -5.15 -6.66 -3.46
C -5.79 -7.58 -2.70
C -5.08 -8.62 -2.15
C -5.74 -9.56 -1.37
C -7.10 -9.44 -1.15
C -7.81 -8.39 -1.72
C -7.15 -7.45 -2.49
H -4.01 -8.70 -2.34
H -5.18 -10.38 -0.92
H -7.62 -10.18 -0.54
H -8.88 -8.30 -1.55
H -7.69 -6.61 -2.93
F 2.51 4.31 -1.58
C 3.04 5.11 -0.62
C 2.54 6.39 -0.45
C 3.07 7.20 0.54
C 4.11 6.74 1.34
C 4.61 5.45 1.15
C 4.07 4.63 0.18
H 1.73 6.73 -1.08
H 2.68 8.20 0.69
H 4.53 7.37 2.11
H 5.42 5.09 1.77
H 4.44 3.63 0.03
F 2.29 -0.70 7.06
C 1.95 -1.45 6.00
C 1.68 -0.83 4.79
C 1.33 -1.60 3.69
C 1.24 -2.98 3.82
C 1.51 -3.59 5.04
C 1.87 -2.82 6.13
H 1.74 0.25 4.72
H 1.12 -1.13 2.74
H 0.97 -3.59 2.96
H 1.45 -4.67 5.13
H 2.10 -3.28 7.09
F -2.33 3.70 -0.62
C -3.23 3.93 -1.61
C -2.77 4.23 -2.88
C -3.69 4.46 -3.90
C -5.05 4.40 -3.62
C -5.49 4.11 -2.34
C -4.58 3.87 -1.33
H -1.70 4.28 -3.07
H -3.35 4.69 -4.90
H -5.77 4.59 -4.41
H -6.56 4.07 -2.13
H -4.90 3.63 -0.32
F 1.76 7.36 5.56
C 1.96 6.07 5.25
C 2.37 5.19 6.23
C 2.58 3.85 5.91
C 2.38 3.41 4.61
C 1.97 4.31 3.63
C 1.75 5.64 3.95
H 2.53 5.55 7.24
H 2.90 3.15 6.68
H 2.55 2.37 4.36
H 1.82 3.97 2.61
H 1.42 6.35 3.20
*
```

HOMO level in eV: -10.773
Kohn-Sham gap in eV: 6.434
Total energy in eV: -72622.530
Lowest unoccupied orbital energy in eV: -4.340

3.
DFT (ωB97M-V with the def2-TZVPD basis set) results for a structure of composition C46H45N7O3S2Ti.

ORCA input file:
```
! RIJCOSX wB97M-V def2-TZVPD def2/J DEFGRID3
* xyz -1 2
Ti -0.35 -1.08 -0.22
C -0.44 2.49 -3.04
C -1.67 2.52 -2.12
C -1.46 1.90 -0.73
N -1.75 0.46 -0.66
C -2.98 0.05 -0.80
C -4.10 0.94 -0.89
C -5.41 0.74 -1.24
C -6.06 -0.42 -1.67
C -5.51 -1.68 -1.66
C -4.29 -2.13 -1.17
C -3.17 -1.43 -0.66
N -2.18 -2.03 -0.04
C -2.36 -3.39 0.44
C -1.10 -3.97 1.08
C -0.05 -4.29 0.01
N 0.21 -3.10 -0.80
C 0.83 -3.25 -1.94
C 1.42 -4.46 -2.37
C 2.29 -4.74 -3.42
C 2.91 -3.91 -4.33
C 2.68 -2.53 -4.45
C 1.75 -1.73 -3.84
C 0.78 -2.01 -2.81
N -0.18 -1.21 -2.50
C -0.46 -0.06 -3.37
C 0.35 1.19 -3.01
H 0.23 3.30 -2.76
H -0.78 2.69 -4.07
H -2.52 2.03 -2.60
H -1.96 3.56 -1.98
H -2.07 2.43 0.01
H -0.43 2.04 -0.41
H -3.86 1.97 -0.65
H -6.02 1.64 -1.22
H -7.09 -0.32 -2.01
H -6.16 -2.47 -2.04
H -4.16 -3.20 -1.21
H -2.65 -4.07 -0.37
H -3.18 -3.38 1.17
H -1.35 -4.89 1.61
H -0.69 -3.25 1.79
H -0.45 -5.08 -0.62
H 0.87 -4.68 0.47
H 1.18 -5.32 -1.75
H 2.57 -5.79 -3.49
H 3.64 -4.35 -4.99
H 3.31 -2.02 -5.17
H 1.77 -0.69 -4.15
H -1.52 0.15 -3.26
H -0.29 -0.34 -4.41
H 1.21 1.30 -3.68
H 0.76 1.06 -2.01
C 3.45 -1.52 3.97
C 2.45 -0.70 4.50
C 1.23 -0.54 3.85
C 0.97 -1.19 2.63
C 1.97 -2.04 2.14
C 3.19 -2.19 2.78
N -0.20 -1.00 1.89
C -1.36 -0.73 2.67
C -2.14 0.41 2.47
C -3.31 0.62 3.18
C -3.73 -0.29 4.15
C -2.93 -1.41 4.40
C -1.76 -1.61 3.67
H 4.40 -1.62 4.47
H 2.62 -0.17 5.43
H 0.49 0.13 4.27
H 1.75 -2.60 1.24
H 3.94 -2.84 2.35
H -1.79 1.15 1.76
H -3.89 1.52 3.00
H -4.64 -0.13 4.71
H -3.22 -2.12 5.16
H -1.14 -2.48 3.89
O 1.46 -0.46 -0.42
N 2.76 -0.41 -0.51
C 3.33 0.80 -0.55
C 4.71 0.90 -0.60
C 5.48 -0.24 -0.63
C 4.85 -1.47 -0.64
C 3.47 -1.54 -0.58
H 2.66 1.65 -0.54
H 5.14 1.90 -0.62
H 6.56 -0.17 -0.65
H 5.41 -2.40 -0.69
H 2.91 -2.46 -0.61
O 1.38 5.55 -1.73
S 2.14 5.34 -0.52
O 3.48 5.87 -0.50
N 2.12 3.78 -0.08
C 1.48 3.56 1.07
S 1.22 2.07 1.80
C 0.91 4.85 1.65
C 0.16 5.03 2.79
C -0.24 6.32 3.12
C 0.10 7.41 2.32
C 0.84 7.23 1.16
C 1.23 5.93 0.85
H -0.09 4.17 3.40
H -0.83 6.48 4.02
H -0.22 8.40 2.60
H 1.11 8.06 0.53
*
```

HOMO level (spin up / spin down) in eV: -3.998 / -4.494
<S²>: 0.75
Energy above the lowest of the compared OMol25 structures with the same formula, charge and spin in eV: 0.502
Kohn-Sham gap (spin up / spin down) in eV: 6.151 / 6.670
Total energy in eV: -109793.480
Lowest unoccupied orbital energy (spin up / spin down) in eV: 2.152 / 2.175

4.
DFT (ωB97M-V with the def2-TZVPD basis set) results for a structure of composition C46H46BBrClHgN13O3S.

ORCA input file:
```
! RIJCOSX wB97M-V def2-TZVPD def2/J DEFGRID3
* xyz -1 2
Hg 1.44 0.20 -1.34
N 3.83 2.15 -4.68
C 3.21 1.33 -3.73
S 2.07 2.18 -2.70
N 3.52 0.09 -3.75
N 2.99 -0.72 -2.79
C 3.21 -2.04 -2.92
C 4.24 -2.58 -3.82
C 3.95 -3.63 -4.70
C 4.92 -4.15 -5.55
C 6.21 -3.63 -5.54
C 6.50 -2.58 -4.68
C 5.54 -2.06 -3.84
C 2.37 -2.91 -2.14
C 2.66 -4.29 -1.94
C 1.85 -5.06 -1.16
C 0.73 -4.47 -0.53
C 0.54 -3.12 -0.72
N 1.30 -2.35 -1.50
H 3.31 2.97 -4.92
H 4.23 1.63 -5.45
H 2.95 -4.03 -4.72
H 4.66 -4.96 -6.22
H 6.96 -4.03 -6.20
H 7.50 -2.16 -4.67
H 5.78 -1.24 -3.18
H 3.55 -4.71 -2.39
H 2.08 -6.10 -1.00
H 0.08 -5.04 0.12
H -0.25 -2.60 -0.19
N -0.95 2.29 2.72
C 0.20 1.80 1.95
N 0.01 2.61 0.74
C -1.39 2.75 0.68
N -1.97 2.52 1.79
C -2.09 3.04 -0.58
C -3.30 3.73 -0.60
N -3.96 3.95 -1.72
C -3.40 3.48 -2.84
C -2.19 2.81 -2.82
N -1.54 2.57 -1.69
H -1.28 1.67 3.45
H 1.14 2.01 2.45
H -3.72 4.11 0.33
H -3.93 3.66 -3.77
H -1.74 2.44 -3.74
C -0.83 -4.12 3.43
C -2.08 -3.27 3.67
C -2.26 -3.16 5.20
C -3.29 -4.02 3.11
C -1.88 -1.90 2.94
O -1.36 -2.18 1.63
C -3.19 -1.08 2.67
C -4.22 -0.67 3.75
C -3.92 0.58 4.55
C -4.23 1.82 4.01
C -3.94 3.00 4.68
C -3.36 2.93 5.93
Cl -3.01 4.40 6.80
C -3.06 1.71 6.51
C -3.34 0.54 5.81
C -0.77 -1.05 3.65
N 0.31 -0.49 2.86
C 0.09 0.29 1.63
N 1.13 -0.20 0.74
C 1.73 -1.21 1.41
N 1.33 -1.47 2.60
H -0.86 -5.00 4.06
H 0.09 -3.56 3.64
H -0.76 -4.44 2.39
H -2.31 -4.17 5.61
H -3.18 -2.66 5.49
H -1.43 -2.65 5.68
H -3.34 -5.02 3.55
H -3.22 -4.15 2.03
H -4.24 -3.52 3.32
H -2.03 -2.67 1.15
H -3.74 -1.64 1.91
H -2.87 -0.16 2.16
H -4.45 -1.49 4.43
H -5.15 -0.48 3.21
H -4.66 1.88 3.02
H -4.16 3.96 4.24
H -2.60 1.67 7.49
H -3.09 -0.41 6.27
H -0.25 -1.66 4.39
H -1.26 -0.25 4.20
H -0.91 0.11 1.21
H 2.52 -1.79 0.95
Br -3.93 -1.99 -3.96
C -2.29 -1.14 -4.36
C -2.09 -0.54 -5.60
C -0.87 0.07 -5.83
C 0.08 0.07 -4.82
N -0.12 -0.50 -3.64
C -1.28 -1.11 -3.41
H -2.86 -0.56 -6.35
H -0.66 0.54 -6.78
H 1.05 0.55 -4.95
H -1.40 -1.58 -2.44
O 0.48 4.75 -0.42
B 0.88 3.67 0.38
O 2.19 3.80 0.82
C 2.64 4.95 0.21
C 3.89 5.52 0.28
C 4.08 6.69 -0.45
C 3.06 7.26 -1.20
C 1.79 6.68 -1.25
C 1.61 5.52 -0.53
H 4.68 5.06 0.85
H 5.05 7.17 -0.44
H 3.24 8.17 -1.75
H 0.98 7.10 -1.84
*
```

HOMO level (spin up / spin down) in eV: -2.299 / -4.104
<S²>: 0.77
Energy above the lowest of the compared OMol25 structures with the same formula, charge and spin in eV: 1.172
Kohn-Sham gap (spin up / spin down) in eV: 4.308 / 6.109
Total energy in eV: -172217.249
Lowest unoccupied orbital energy (spin up / spin down) in eV: 2.009 / 2.005

In order of appearance, max |F| = 1.3 4.3 1.4 0.6 eV/Å.